# 1
Here is one molecule with the formula C7H12O at a distorted geometry from the OMol25 dataset. Energies are from wB97M-V/def2-TZVPD.

- Highest occupied orbital energy: -0.307 Ha
- 2S+1: 1
- Orbital gap: 0.34888 Ha
- Calculated total energy: -348.88723 a.u.
- Energy above the lowest of the compared OMol25 structures with the same formula, charge and spin: 686.36 kJ/mol
- SMILES string: C1C[C@@H]2CC[C@H](C1)O2
- M: 112.17 g/mol

Cartesian coordinates (Å):
C -1.8834 0.0053 0.1775
C -1.2005 1.4648 -0.1817
C 0.3630 1.0350 -0.0901
C 1.9499 0.8287 -0.0679
C 1.9487 -0.8165 0.0360
C 0.3424 -1.0806 -0.0200
C -1.1850 -1.4637 -0.2260
O 0.1527 -0.0729 -0.9758
H -2.0380 0.0123 1.2555
H -2.8100 0.0104 -0.3604
H -1.4263 1.7536 -1.1950
H -1.5209 2.2463 0.5795
H 0.2476 0.7162 0.9586
H 2.4620 1.1414 -1.0314
H 2.4142 1.3552 0.8009
H 2.4891 -1.2129 -0.8446
H 2.4223 -1.2027 0.9741
H 0.2720 -0.7830 1.0091
H -1.5761 -2.1899 0.4460
H -1.4238 -1.7471 -1.2441

***

# 2
Here is a 15-piece molecular cluster, C85H213N15O25 overall at a distorted geometry from the OMol25 dataset. Energies are from wB97M-V/def2-TZVPD.

- Highest occupied orbital energy: -0.300 Ha
- 2S+1: 1
- Orbital gap: 0.32434 Ha
- Calculated total energy: -6067.95212 a.u.
- M: 1845.72 g/mol

Cartesian coordinates (Å):
C -0.5824 -7.2705 6.4558
C -0.7633 -6.8719 4.9409
C -2.2819 -6.4105 4.7573
C -2.5331 -4.9261 5.2383
C -1.5857 -3.9951 4.5151
C -0.0771 -4.3700 4.8835
N 0.1136 -5.7836 4.4742
O 1.4481 -6.1699 4.4361
C 0.7996 -3.4813 3.9779
C 0.1831 -3.9731 6.3738
C -0.5836 -8.0739 4.0788
H -0.8375 -6.4284 7.0993
H 0.4167 -7.6468 6.6754
H -1.1996 -8.1282 6.7232
H -2.6683 -6.6142 3.7587
H -2.8785 -7.0677 5.3899
H -2.4816 -4.7875 6.3182
H -3.5473 -4.5857 5.0295
H -1.7613 -2.9445 4.7464
H -1.7250 -4.1008 3.4392
H 1.8345 -3.8211 4.0193
H 0.4624 -3.4928 2.9414
H 0.8644 -2.4747 4.3910
H 1.2136 -4.2110 6.6373
H 0.0684 -2.8896 6.4056
H -0.5810 -4.4440 6.9922
H -1.3747 -8.8142 4.1975
H 0.4054 -8.4421 4.3515
H -0.5635 -7.6875 3.0597
H 1.7255 -6.3146 3.5285
C 2.4332 1.2415 -1.9511
O 1.3883 0.3649 -1.6784
C 1.7634 -0.8182 -1.0793
C 0.5077 -1.4919 -0.5073
N 0.2037 -0.6980 0.6466
C -1.1647 -0.9041 1.1507
C -1.4510 -0.6738 2.6684
O -1.4091 0.7307 2.9392
C -2.3896 1.4976 2.3766
H 3.2333 0.6767 -2.4296
H 2.8903 1.7166 -1.0831
H 2.1660 2.0633 -2.6155
H 2.4907 -0.5524 -0.3121
H 2.3171 -1.5083 -1.7161
H 0.6822 -2.5333 -0.2371
H -0.2956 -1.3303 -1.2262
H 0.3534 0.2637 0.3768
H -1.4753 -1.9242 0.9247
H -1.9390 -0.3960 0.5759
H -0.6562 -1.1452 3.2464
H -2.4021 -1.1337 2.9366
H -3.3518 1.3281 2.8599
H -2.3886 1.3924 1.2917
H -2.1455 2.5484 2.5322
C 3.2069 -1.4412 5.7277
O 3.6916 -1.2760 4.4079
C 3.4630 0.0037 3.7514
C 3.5453 -0.2879 2.2672
N 4.9598 -0.3272 1.8171
C 5.0424 -0.4878 0.3860
C 6.4218 -0.8146 -0.1848
O 6.9259 -2.1710 0.1645
C 8.0607 -2.7151 -0.5058
H 3.0391 -2.4805 6.0101
H 2.2312 -0.9558 5.7490
H 3.9106 -0.9700 6.4139
H 4.1257 0.7771 4.1398
H 2.4301 0.2679 3.9779
H 2.8062 0.2701 1.6923
H 3.1446 -1.3005 2.2212
H 5.2359 -1.1854 2.2725
H 4.6822 0.3594 -0.1976
H 4.4496 -1.3814 0.1905
H 7.2283 -0.1218 0.0553
H 6.4477 -0.7787 -1.2739
H 8.9800 -2.2290 -0.1791
H 8.0049 -2.7254 -1.5944
H 8.1609 -3.7153 -0.0844
C 0.7444 3.6183 6.7652
O 0.5795 3.6575 5.3996
C 1.7187 3.2015 4.7084
C 1.2913 2.8101 3.3120
N 0.9921 3.9012 2.4367
C 0.5475 3.4013 1.0897
C -0.1887 4.4611 0.2888
O -1.6057 4.5347 0.6738
C -2.2163 5.6673 0.0672
H 1.0291 2.6718 7.2247
H -0.2392 3.8159 7.1913
H 1.3107 4.4708 7.1404
H 2.1968 2.3615 5.2123
H 2.5213 3.9378 4.6658
H 0.4171 2.1622 3.3758
H 2.0727 2.1506 2.9345
H 0.1277 4.2364 2.8373
H -0.0672 2.5103 1.2183
H 1.4498 3.1330 0.5401
H -0.1079 4.2320 -0.7738
H 0.3081 5.4132 0.4754
H -2.2632 5.5422 -1.0146
H -1.6398 6.5905 0.1265
H -3.1917 5.7809 0.5404
C -5.0576 4.3748 -1.8445
O -4.7764 5.6898 -2.3669
C -4.3884 5.7159 -3.7212
C -3.4753 6.9586 -3.9048
N -3.0814 6.9687 -5.3042
C -2.3187 8.2100 -5.6294
C -2.0027 8.2952 -7.1727
O -0.8136 7.4725 -7.5107
C 0.4164 8.1671 -7.3493
H -5.9142 3.9404 -2.3598
H -5.2881 4.3843 -0.7792
H -4.3096 3.5875 -1.9384
H -5.2272 5.6593 -4.4151
H -3.8768 4.7848 -3.9647
H -2.6268 6.8248 -3.2338
H -4.0351 7.8406 -3.5939
H -2.4927 6.1535 -5.3983
H -1.3598 8.4352 -5.1628
H -3.0207 9.0334 -5.4974
H -1.7719 9.3249 -7.4455
H -2.8553 7.9845 -7.7765
H 1.2338 7.4460 -7.3517
H 0.5001 8.6073 -6.3556
H 0.6432 8.9600 -8.0620
C 5.3781 2.3954 -3.1171
O 5.3143 0.9656 -3.2537
C 5.6336 0.5450 -4.5739
C 5.0681 -0.9067 -4.8242
N 5.5123 -1.8423 -3.8200
C 4.7913 -3.1240 -3.7450
C 5.5853 -4.0883 -2.8139
O 5.0002 -5.3655 -2.9627
C 5.4644 -6.4020 -2.1579
H 6.3491 2.7444 -3.4683
H 5.1179 2.8050 -2.1411
H 4.7194 2.7863 -3.8926
H 6.7207 0.5647 -4.6519
H 5.1335 1.2146 -5.2736
H 5.4165 -1.2004 -5.8144
H 3.9844 -0.9278 -4.7092
H 5.3888 -1.3875 -2.9267
H 4.8567 -3.5215 -4.7578
H 3.7291 -3.0377 -3.5163
H 5.3850 -3.8104 -1.7791
H 6.6445 -4.0362 -3.0660
H 5.3343 -6.1169 -1.1139
H 6.4840 -6.7198 -2.3758
H 4.9266 -7.3298 -2.3528
C 3.1321 -4.9450 -6.9237
O 2.6376 -4.0572 -5.9896
C 1.2901 -4.1566 -5.7723
C 0.8528 -2.9591 -4.8632
N 0.9550 -1.7400 -5.7144
C 0.9842 -0.5446 -4.8494
C 1.2428 0.7431 -5.6048
O 2.5761 1.1451 -5.7328
C 2.7434 2.3305 -6.5404
H 4.2155 -4.8591 -6.8398
H 2.7881 -4.6786 -7.9231
H 3.0676 -6.0134 -6.7177
H 0.9785 -5.1127 -5.3518
H 0.8052 -4.0644 -6.7441
H 1.3663 -2.9228 -3.9024
H -0.2118 -2.9679 -4.6297
H 1.8760 -1.7955 -6.1251
H 1.7596 -0.6410 -4.0894
H 0.0770 -0.6046 -4.2481
H 0.8730 1.5199 -4.9355
H 0.5669 0.8180 -6.4566
H 2.1994 3.1261 -6.0314
H 2.4644 2.1484 -7.5782
H 3.7547 2.7334 -6.5958
C -0.8568 6.8173 4.6025
O -2.3005 6.7334 4.5243
C -2.7142 5.5241 3.9394
C -4.2646 5.5093 3.9646
N -4.7835 4.3022 3.3556
C -6.2866 4.2953 3.2342
C -6.5248 2.9252 2.4890
O -5.9098 2.8698 1.2392
C -5.8639 1.6253 0.5151
H -0.3740 6.7869 3.6257
H -0.4328 5.9547 5.1165
H -0.5923 7.7302 5.1362
H -2.3507 4.6607 4.4968
H -2.3722 5.3961 2.9124
H -4.7074 6.3918 3.5029
H -4.5065 5.5535 5.0265
H -4.4631 4.1285 2.4137
H -6.6926 5.0981 2.6187
H -6.7045 4.2547 4.2401
H -7.6007 2.8014 2.3659
H -6.1809 2.0302 3.0075
H -5.4691 0.8223 1.1375
H -5.1835 1.6659 -0.3355
H -6.8737 1.4286 0.1549
C 2.5463 6.5867 -4.6617
O 1.6832 5.5267 -4.8937
C 0.6727 5.3791 -3.9481
C -0.3493 4.3226 -4.3555
N -1.0513 4.6135 -5.6226
C -1.8534 3.5098 -6.1713
C -2.2358 3.5825 -7.6094
O -1.2340 3.3504 -8.5162
C -1.6333 3.5804 -9.8507
H 1.9575 7.5027 -4.6140
H 3.2370 6.8098 -5.4749
H 3.0933 6.4868 -3.7242
H 0.2495 6.3737 -3.8075
H 1.1517 5.1535 -2.9953
H -0.9742 4.2088 -3.4697
H 0.1957 3.4071 -4.5858
H -0.5682 4.9114 -6.4581
H -2.7069 3.4248 -5.4986
H -1.2604 2.5958 -6.1388
H -2.4936 4.6343 -7.7335
H -3.0962 2.9626 -7.8618
H -1.4735 2.6375 -10.3738
H -1.0367 4.3864 -10.2778
H -2.6916 3.8321 -9.9192
C -4.9633 1.6088 6.1853
O -3.7349 0.9411 6.4122
C -2.6313 1.6619 5.9849
C -1.2738 0.8588 5.8399
N -0.5614 0.2785 7.0211
C -1.4088 -0.6138 7.7626
C -1.7555 -0.0741 9.1855
O -0.4541 -0.0934 9.8941
C -0.6950 0.0035 11.3303
H -5.6853 0.8860 6.5653
H -5.2688 1.8076 5.1581
H -5.0880 2.5055 6.7923
H -2.5958 2.4605 6.7259
H -2.8256 2.1269 5.0184
H -0.5352 1.5693 5.4688
H -1.3232 0.1342 5.0271
H -0.2815 1.0430 7.6189
H -0.9028 -1.5583 7.9623
H -2.3114 -0.7940 7.1787
H -2.4629 -0.7093 9.7186
H -2.1168 0.9500 9.2790
H 0.3060 0.0869 11.7536
H -1.0806 -0.9509 11.6889
H -1.3321 0.8164 11.6789
C -4.7631 -6.1338 -2.5354
O -3.9111 -5.2379 -3.1759
C -4.6597 -4.4691 -4.1005
C -3.8294 -3.4194 -4.8609
N -3.8029 -2.1428 -4.2337
C -3.0379 -1.1052 -4.9271
C -3.0312 0.1708 -4.1570
O -2.2676 -0.0436 -3.0051
C -1.9803 1.1641 -2.3195
H -5.1836 -5.6824 -1.6367
H -4.1905 -7.0380 -2.3290
H -5.6337 -6.4894 -3.0865
H -5.6486 -4.1146 -3.8100
H -4.8328 -5.2010 -4.8894
H -4.3325 -3.2598 -5.8146
H -2.8097 -3.6926 -5.1326
H -3.3615 -2.2028 -3.3273
H -3.4988 -1.0064 -5.9099
H -2.0049 -1.4339 -5.0410
H -4.0350 0.5196 -3.9144
H -2.5328 0.9331 -4.7559
H -2.8872 1.7086 -2.0563
H -1.2230 1.8232 -2.7441
H -1.5484 0.9397 -1.3442
C -5.3694 -3.2961 -0.5327
C -5.0758 -1.9919 0.1769
C -5.0935 -2.0987 1.7998
O -6.4482 -2.1866 2.3055
C -6.4401 -2.1682 3.7070
N -3.7507 -1.5752 -0.3988
H -6.3322 -3.7272 -0.2583
H -4.5041 -3.9422 -0.3849
H -5.3923 -3.0613 -1.5968
H -5.8615 -1.2746 -0.0605
H -4.6357 -1.1538 2.0924
H -4.4745 -2.9358 2.1228
H -7.4128 -2.3405 4.1678
H -6.1459 -1.2241 4.1654
H -5.8417 -3.0090 4.0579
H -3.8951 -1.4706 -1.3929
H -3.1530 -2.3789 -0.2687
C -2.1786 -5.8305 0.6671
C -1.2928 -5.0703 -0.3256
C -0.4531 -5.9894 -1.2227
O 0.4843 -5.2786 -1.9299
C 1.3045 -6.0557 -2.8026
N -2.1135 -4.1917 -1.1710
H -3.1138 -6.2135 0.2585
H -2.5508 -5.2122 1.4839
H -1.6899 -6.6800 1.1442
H -0.6737 -4.3742 0.2403
H -1.0971 -6.4995 -1.9391
H 0.0064 -6.7386 -0.5780
H 1.6861 -6.9439 -2.2989
H 2.1368 -5.4809 -3.2086
H 0.7173 -6.4484 -3.6326
H -1.4450 -3.8242 -1.8329
H -2.7502 -4.7706 -1.6999
C 3.4687 -4.2333 1.1540
C 3.8936 -5.6613 1.5909
C 3.1131 -6.7920 0.9207
O 3.4782 -8.1722 1.1939
C 3.3298 -8.6083 2.5651
N 5.3182 -5.8123 1.3495
H 4.1277 -3.4235 1.4670
H 2.4844 -4.0839 1.5976
H 3.3594 -4.0780 0.0806
H 3.8049 -5.6980 2.6766
H 3.1128 -6.6656 -0.1620
H 2.0464 -6.7151 1.1310
H 3.9653 -8.0502 3.2528
H 3.7113 -9.6287 2.5989
H 2.3102 -8.7643 2.9173
H 5.8293 -5.0024 1.6707
H 5.7228 -6.6768 1.6797
C 4.6482 6.9254 0.0143
C 3.7473 5.7559 0.5400
C 4.4438 4.6031 1.3377
O 5.5403 4.0057 0.6118
C 6.0990 2.9039 1.3436
N 2.7027 6.2760 1.3886
H 5.6330 6.5299 -0.2346
H 4.8638 7.7395 0.7062
H 4.1976 7.4182 -0.8472
H 3.2317 5.2843 -0.2966
H 3.7772 3.7558 1.4980
H 4.8193 5.0560 2.2553
H 5.2728 2.2095 1.4963
H 6.5292 3.0878 2.3280
H 6.8075 2.3806 0.7016
H 2.2849 5.5070 1.8928
H 3.1574 6.8548 2.0801

***

# 3
Here is one molecule with the formula C6H7N3 at a distorted geometry from the OMol25 dataset. Energies are from wB97M-V/def2-TZVPD.

- Highest occupied orbital energy: -0.358 Ha
- 2S+1: 1
- Orbital gap: 0.38288 Ha
- Calculated total energy: -397.00929 a.u.
- Energy above the lowest of the compared OMol25 structures with the same formula, charge and spin: 217.86 kJ/mol
- SMILES string: CC1=NN2C[C@@]2(C#N)C1
- M: 121.14 g/mol

Cartesian coordinates (Å):
C 0.9009 1.7843 -1.4633
C 0.3705 0.5391 -0.8211
N 0.3385 -0.6097 -1.2936
N -0.2934 -1.5377 -0.4879
C 0.4924 -1.8558 0.6813
C -0.6005 -0.8371 0.8163
C -1.9394 -1.1625 1.3193
N -2.9128 -1.4969 1.8628
C -0.3196 0.6301 0.5635
H 1.6615 2.2705 -0.8415
H 1.3335 1.5695 -2.4829
H 0.1041 2.5246 -1.5981
H 0.2441 -2.7898 1.1605
H 1.4675 -1.4662 0.8213
H -1.1959 1.2815 0.4912
H 0.3487 1.1561 1.2721

***

# 4
Here is a 2-piece molecular cluster, C6H10FNOS2 overall at a distorted geometry from the OMol25 dataset. Energies are from wB97M-V/def2-TZVPD.

- Highest occupied orbital energy: -0.328 Ha
- 2S+1: 1
- Orbital gap: 0.28391 Ha
- Calculated total energy: -1260.69602 a.u.
- SMILES string: C[C@H]1[C@H](O)[C@@H]1F.S=C/C=N\S
- M: 195.28 g/mol

Cartesian coordinates (Å):
C -2.5040 -1.7931 0.5802
C -1.5913 -0.8139 -0.1183
C -0.9261 0.3110 0.6424
O -0.7328 1.5387 0.0165
C -0.1200 -0.8445 0.1461
F 0.7169 -0.5287 -0.9052
H -2.5288 -2.7585 0.0608
H -2.1662 -1.9752 1.6036
H -3.5262 -1.4047 0.6329
H -1.8490 -0.5467 -1.1401
H -1.1202 0.3988 1.7106
H 0.0406 1.4372 -0.5560
H 0.3263 -1.5781 0.8090
S 1.7045 0.0949 2.2086
C 1.9652 0.3593 0.6377
C 1.7433 1.6629 -0.0055
N 1.9196 1.9705 -1.2353
S 2.4741 0.8080 -2.3435
H 2.3252 -0.4495 -0.0025
H 1.3853 2.4634 0.6436
H 2.4635 1.6483 -3.3855

***

# 5
Here is a 2-piece molecular cluster, C4H14N2OS overall at a distorted geometry from the OMol25 dataset. Energies are from wB97M-V/def2-TZVPD.

- Highest occupied orbital energy: -0.335 Ha
- 2S+1: 1
- Orbital gap: 0.36526 Ha
- Calculated total energy: -743.70935 a.u.
- Energy above the lowest of the compared OMol25 structures with the same formula, charge and spin: 64.29 kJ/mol
- SMILES string: NCCNCCS.O
- M: 138.24 g/mol

Cartesian coordinates (Å):
N -0.7877 -1.4990 1.0727
C -0.0105 -0.3901 1.6246
C -0.4543 0.9912 1.1532
N -0.5396 1.1132 -0.3279
C 0.7060 1.3298 -1.0142
C 0.5532 1.1795 -2.5147
S -0.8065 2.0968 -3.3577
H -1.7540 -1.3810 1.3631
H -0.7850 -1.2880 0.0788
H 0.0544 -0.3413 2.7023
H 0.9957 -0.4670 1.1725
H 0.2293 1.7364 1.5877
H -1.4937 1.2180 1.4194
H -1.1668 1.8888 -0.4650
H 1.4619 0.5860 -0.7399
H 1.1114 2.3371 -0.7952
H 1.5241 1.3932 -2.9749
H 0.2918 0.1693 -2.8422
H -0.2174 2.6383 -4.4042
O 0.6133 -4.5532 2.7025
H 0.6298 -3.7489 2.1410
H -0.1552 -5.0090 2.4180

***

# 6
Here is a 2-piece molecular cluster, C3H3NO overall at a distorted geometry from the OMol25 dataset. Energies are from wB97M-V/def2-TZVPD.

- Highest occupied orbital energy: -0.332 Ha
- 2S+1: 1
- Orbital gap: 0.33835 Ha
- Calculated total energy: -246.00543 a.u.
- Energy above the lowest of the compared OMol25 structures with the same formula, charge and spin: 226.08 kJ/mol
- SMILES string: C=C=O.C#N
- M: 69.06 g/mol

Cartesian coordinates (Å):
C -0.2842 -0.8103 -0.1001
C -1.3414 -0.0344 0.0324
O -2.1969 0.6349 0.4509
H 0.1325 -1.1790 -1.0195
H -0.0362 -1.3135 0.8274
C 1.1557 0.8152 -0.0630
N 2.1589 0.4389 0.3800
H 0.4116 1.4483 -0.5080

***

# 7
Here is one molecule with the formula C18H17F3N4O at a distorted geometry from the OMol25 dataset. Energies are from wB97M-V/def2-TZVPD.

- Highest occupied orbital energy: -0.330 Ha
- 2S+1: 1
- Orbital gap: 0.31674 Ha
- Calculated total energy: -1289.87706 a.u.
- Energy above the lowest of the compared OMol25 structures with the same formula, charge and spin: 284.85 kJ/mol
- SMILES string: Cc1cc(-c2ccnc3[nH]nc(C(F)(F)F)c23)cc(C2(CN)COC2)c1
- M: 362.35 g/mol

Cartesian coordinates (Å):
C -0.3105 -3.0043 0.5241
C 0.1231 -1.5649 0.7981
C -0.7944 -0.6215 0.3874
C -0.4873 0.7980 0.5147
C -1.2977 1.7491 -0.2154
C -2.0325 2.7269 0.4259
C -2.8845 3.4868 -0.3391
N -3.1697 3.3015 -1.6313
C -2.4975 2.3068 -2.2252
N -2.6261 1.8432 -3.5046
N -1.5928 0.9250 -3.8499
C -0.7622 0.9570 -2.8058
C 0.5081 0.1219 -2.8093
F 1.0564 0.1245 -4.0977
F 1.3899 0.6925 -1.8942
F 0.4309 -1.2096 -2.5141
C -1.4691 1.6039 -1.6444
C 0.5954 1.1956 1.3203
C 1.4868 0.2411 1.8865
C 2.5833 0.5690 2.8507
C 3.7080 1.2851 2.0851
N 4.2373 0.3080 1.1506
C 2.1179 1.3745 4.0937
O 2.7906 0.4185 5.0085
C 3.0720 -0.4393 3.9489
C 1.2457 -1.1110 1.4397
H -0.5795 -3.5513 1.3792
H 0.5635 -3.5902 0.0860
H -1.1940 -3.0483 -0.1918
H -1.6853 -0.8469 -0.2703
H -2.1108 2.8294 1.5137
H -3.3982 4.2691 0.1777
H -3.4893 1.9910 -4.0492
H 0.7955 2.3438 1.3262
H 3.4398 2.2783 1.6858
H 4.5126 1.3833 2.8488
H 5.1300 0.6255 0.8376
H 3.5778 0.0373 0.4449
H 2.2731 2.4144 4.1040
H 1.0390 1.4102 4.2929
H 4.1150 -0.7456 3.7074
H 2.4116 -1.2282 4.0139
H 1.9327 -1.8954 1.9449